A) DFT (ωB97M-V/def2-TZVPD) results for a 11-piece molecular cluster, C24H76N6O11 overall.

LUMO energy: 0.071 eV
E_HOMO: -0.332 hartree
Gap between HOMO and LUMO: 0.3343 Ha

Geometry as XYZ:
```
117
C24H76N6O11 | OMol25 | ωB97M-V/def2-TZVPD
C -2.001 -4.667 5.332
C -2.257 -3.736 4.151
C -1.062 -3.649 3.256
O -0.011 -3.004 3.973
C 0.983 -2.521 3.107
N -3.419 -4.157 3.350
H -1.911 -5.712 5.020
H -2.741 -4.581 6.126
H -1.016 -4.437 5.756
H -2.472 -2.749 4.562
H -1.316 -3.025 2.387
H -0.680 -4.614 2.899
H 1.355 -3.304 2.432
H 1.832 -2.190 3.704
H 0.620 -1.682 2.500
H -3.169 -4.966 2.791
H -4.165 -4.444 3.971
C -7.356 -4.292 -3.647
C -6.020 -4.531 -4.332
C -5.138 -3.311 -4.185
O -4.000 -3.461 -5.007
C -2.802 -2.950 -4.434
N -5.386 -5.733 -3.765
H -7.247 -4.117 -2.576
H -8.004 -5.159 -3.798
H -7.903 -3.465 -4.104
H -6.141 -4.722 -5.400
H -4.833 -3.188 -3.136
H -5.694 -2.403 -4.463
H -1.994 -3.238 -5.104
H -2.638 -3.417 -3.460
H -2.848 -1.858 -4.404
H -4.500 -5.880 -4.232
H -5.222 -5.580 -2.776
C 2.701 4.526 0.851
C 1.276 4.985 0.885
C 0.817 5.263 2.313
O 1.457 6.425 2.788
C 1.096 6.709 4.117
N 1.125 6.169 -0.010
H 2.726 3.560 1.377
H 3.399 5.144 1.418
H 3.129 4.282 -0.120
H 0.628 4.220 0.454
H 1.101 4.397 2.926
H -0.271 5.410 2.293
H 0.012 6.888 4.193
H 1.559 7.649 4.417
H 1.388 5.918 4.814
H 0.200 6.576 0.105
H 1.753 6.870 0.377
C -0.957 1.895 0.222
C 0.104 0.814 0.050
C -0.271 0.015 -1.185
O 0.681 -1.029 -1.379
C 0.353 -1.858 -2.472
N 1.465 1.350 -0.106
H -0.717 2.489 1.108
H -1.926 1.411 0.364
H -1.029 2.592 -0.615
H 0.081 0.149 0.917
H -0.173 0.671 -2.069
H -1.282 -0.404 -1.171
H 1.283 -2.296 -2.820
H -0.107 -1.286 -3.287
H -0.375 -2.625 -2.178
H 2.043 0.975 0.637
H 1.914 1.027 -0.959
C -3.070 5.033 5.059
C -2.638 4.169 3.887
C -1.502 3.268 4.243
O -1.861 2.475 5.356
C -0.755 1.828 5.916
N -3.779 3.466 3.286
H -2.199 5.539 5.493
H -3.493 4.454 5.878
H -3.771 5.797 4.731
H -2.294 4.829 3.084
H -0.601 3.854 4.497
H -1.183 2.614 3.415
H -1.089 1.148 6.698
H -0.044 2.530 6.373
H -0.225 1.239 5.153
H -3.969 2.590 3.760
H -3.579 3.256 2.317
C 5.114 -3.637 -5.378
C 4.765 -3.266 -3.943
C 6.028 -3.015 -3.137
O 5.681 -2.764 -1.776
C 6.129 -3.725 -0.865
N 3.889 -2.091 -3.946
H 4.170 -3.602 -5.928
H 5.512 -4.639 -5.504
H 5.754 -2.853 -5.785
H 4.243 -4.065 -3.412
H 6.564 -2.124 -3.474
H 6.654 -3.913 -3.198
H 5.655 -4.711 -1.006
H 5.900 -3.390 0.143
H 7.209 -3.915 -0.952
H 3.498 -1.980 -3.015
H 4.404 -1.238 -4.135
O 3.077 1.282 -2.516
H 3.913 1.375 -2.980
H 2.420 1.154 -3.209
O 1.205 3.303 -3.176
H 1.218 2.995 -2.262
H 1.884 3.983 -3.202
O 4.399 1.380 0.814
H 5.213 1.751 0.466
H 3.721 1.614 0.172
O 1.216 -2.060 -5.602
H 2.021 -2.059 -5.064
H 1.427 -1.488 -6.345
O -1.259 4.914 -1.951
H -1.271 5.829 -1.659
H -0.323 4.723 -2.073
```

=====

B) DFT (ωB97M-V/def2-TZVPD) results for a 11-piece molecular cluster, C24H76N6O11 overall.

LUMO energy: 0.315 eV
E_HOMO: -0.325 hartree
Gap between HOMO and LUMO: 0.3368 Ha

Geometry as XYZ:
```
117
C24H76N6O11 | OMol25 | ωB97M-V/def2-TZVPD
C -2.973 -1.390 2.990
C -4.486 -1.128 2.976
C -5.018 -0.520 4.282
O -4.747 -1.401 5.350
C -5.591 -1.098 6.436
N -4.809 -0.436 1.732
H -2.550 -1.741 3.931
H -2.478 -0.465 2.679
H -2.642 -2.139 2.266
H -4.964 -2.109 2.919
H -6.100 -0.377 4.167
H -4.584 0.473 4.465
H -5.250 -1.666 7.302
H -6.612 -1.494 6.324
H -5.736 -0.047 6.696
H -5.827 -0.464 1.634
H -4.714 0.581 1.732
C 3.876 -2.950 2.140
C 4.347 -2.032 3.238
C 5.835 -2.157 3.541
O 6.245 -3.532 3.660
C 6.055 -4.099 4.919
N 3.993 -0.641 2.987
H 4.218 -3.976 2.226
H 4.115 -2.501 1.172
H 2.781 -2.947 2.143
H 3.882 -2.303 4.194
H 6.111 -1.599 4.440
H 6.441 -1.833 2.692
H 6.455 -5.116 4.899
H 5.006 -4.257 5.205
H 6.556 -3.587 5.748
H 4.116 -0.256 2.064
H 4.364 -0.011 3.682
C -3.765 -1.251 -4.524
C -2.465 -0.653 -5.044
C -2.356 0.817 -4.657
O -1.293 1.538 -5.246
C -1.219 2.892 -4.861
N -1.352 -1.433 -4.455
H -4.597 -0.610 -4.835
H -3.794 -1.207 -3.432
H -3.965 -2.260 -4.872
H -2.420 -0.657 -6.137
H -2.269 0.859 -3.559
H -3.239 1.400 -4.958
H -0.205 3.297 -4.830
H -1.576 3.080 -3.842
H -1.777 3.475 -5.599
H -0.521 -0.936 -4.785
H -1.392 -1.227 -3.457
C -0.343 2.536 0.031
C -0.880 1.510 -0.941
C -0.415 0.124 -0.610
O 0.953 -0.040 -0.916
C 1.476 -1.281 -0.484
N -2.344 1.603 -0.818
H -0.637 2.300 1.060
H -0.642 3.580 -0.073
H 0.749 2.532 0.064
H -0.486 1.768 -1.930
H -1.059 -0.675 -1.006
H -0.534 -0.116 0.463
H 0.983 -2.126 -0.971
H 1.312 -1.296 0.600
H 2.544 -1.366 -0.670
H -2.836 0.735 -1.019
H -2.536 1.709 0.177
C -2.576 6.752 1.743
C -2.097 5.339 1.991
C -0.648 5.332 2.459
O -0.284 4.024 2.905
C 1.069 3.980 3.296
N -2.965 4.714 3.041
H -2.837 7.390 2.588
H -3.264 6.825 0.901
H -1.759 7.386 1.360
H -2.171 4.674 1.131
H -0.480 5.978 3.333
H 0.048 5.656 1.677
H 1.778 4.496 2.639
H 1.372 2.937 3.355
H 1.203 4.471 4.267
H -2.415 3.909 3.335
H -3.021 5.329 3.845
C 5.474 -3.482 -4.675
C 4.317 -3.868 -3.709
C 4.125 -2.824 -2.603
O 5.102 -2.809 -1.597
C 5.386 -4.007 -0.906
N 3.094 -4.084 -4.537
H 5.185 -2.753 -5.427
H 5.878 -4.424 -5.050
H 6.334 -3.057 -4.146
H 4.477 -4.834 -3.225
H 3.146 -2.852 -2.114
H 4.082 -1.842 -3.085
H 6.148 -3.729 -0.181
H 5.804 -4.760 -1.579
H 4.500 -4.400 -0.401
H 2.903 -3.153 -4.905
H 3.410 -4.656 -5.311
O 1.256 0.637 -4.395
H 0.412 1.121 -4.501
H 1.347 0.499 -3.442
O 1.207 -4.428 -2.233
H 1.687 -3.871 -2.873
H 0.275 -4.274 -2.426
O -1.743 5.784 -2.082
H -2.283 5.267 -1.443
H -2.146 5.593 -2.931
O -3.745 4.139 -1.417
H -4.269 4.302 -0.622
H -3.403 3.224 -1.309
O -3.651 -1.477 -0.790
H -3.675 -2.435 -0.704
H -4.008 -1.142 0.060
```

=====

Which is most stable? The ranking, best first, is A), B).

=====

A) DFT (ωB97M-V/def2-TZVPD) results for a 9-piece molecular cluster, C19H18Cl32NO2P2S2 overall.

LUMO energy: -4.807 eV
E_HOMO: -0.401 hartree
Net charge: +1
Gap between HOMO and LUMO: 0.2248 Ha

Geometry as XYZ:
```
76
C19H18Cl32NO2P2S2 | OMol25 | ωB97M-V/def2-TZVPD
C 3.462 -0.721 0.919
C 2.514 -1.733 1.679
S 1.547 -2.848 0.596
C 0.780 -1.897 -0.776
C -0.568 -1.321 -0.267
C -1.604 -2.264 0.095
N -2.813 -1.849 0.531
C -3.167 -0.522 0.683
P -4.898 -0.219 1.313
C -4.752 0.755 2.911
C -5.976 0.649 0.052
C -2.172 0.497 0.336
C -0.824 0.102 -0.133
C 0.211 1.186 -0.488
O 1.375 1.018 -0.654
O -0.263 2.522 -0.593
P 0.714 3.637 0.267
S 1.253 5.028 -0.995
H 3.585 -1.066 -0.152
H 4.454 -0.583 1.428
H 2.966 0.285 0.978
H 1.881 -1.212 2.448
H 3.186 -2.406 2.286
H 1.445 -1.160 -1.276
H 0.519 -2.661 -1.563
H -1.376 -3.351 -0.008
H -3.512 -2.566 0.744
H -5.492 0.346 3.635
H -3.728 0.531 3.324
H -4.818 1.866 2.780
H -6.771 -0.082 -0.254
H -5.423 0.990 -0.852
H -6.522 1.487 0.566
H -2.493 1.551 0.444
H 1.919 3.087 0.769
H 0.058 4.256 1.371
C 6.450 -1.016 -1.545
Cl 6.101 -2.610 -0.851
Cl 7.044 0.065 -0.272
Cl 7.683 -1.179 -2.803
Cl 4.968 -0.341 -2.251
C -3.708 3.912 -1.460
Cl -4.310 3.632 0.189
Cl -3.401 2.354 -2.258
Cl -4.918 4.814 -2.383
Cl -2.211 4.838 -1.374
C 1.377 3.825 -5.151
Cl -0.216 4.424 -5.646
Cl 2.493 5.188 -4.975
Cl 1.232 2.981 -3.600
Cl 1.997 2.707 -6.379
C -10.003 1.780 -0.881
Cl -8.581 2.773 -1.254
Cl -9.957 1.304 0.827
Cl -11.473 2.712 -1.196
Cl -9.991 0.330 -1.899
C -0.689 -2.321 -4.614
Cl -1.044 -3.931 -3.960
Cl -1.336 -2.191 -6.253
Cl -1.443 -1.089 -3.580
Cl 1.064 -2.068 -4.645
C 0.282 1.237 4.121
Cl 1.808 0.362 4.302
Cl -0.029 1.542 2.393
Cl -1.041 0.268 4.789
Cl 0.380 2.780 4.978
C 9.949 -3.532 -0.358
Cl 10.363 -2.064 -1.258
Cl 8.768 -3.137 0.904
Cl 9.252 -4.727 -1.466
Cl 11.410 -4.200 0.389
C 3.408 -4.152 5.457
Cl 3.099 -5.757 6.136
Cl 2.730 -4.062 3.818
Cl 2.644 -2.920 6.477
Cl 5.153 -3.864 5.388
```

=====

B) DFT (ωB97M-V/def2-TZVPD) results for a 9-piece molecular cluster, C19H18Cl32NO2P2S2 overall.

LUMO energy: -4.571 eV
E_HOMO: -0.410 hartree
Net charge: +1
Gap between HOMO and LUMO: 0.2422 Ha

Geometry as XYZ:
```
76
C19H18Cl32NO2P2S2 | OMol25 | ωB97M-V/def2-TZVPD
C 3.500 -0.781 0.886
C 2.562 -1.767 1.585
S 1.538 -2.788 0.515
C 0.766 -1.706 -0.717
C -0.526 -1.109 -0.206
C -1.497 -2.060 0.098
N -2.693 -1.700 0.546
C -3.086 -0.427 0.723
P -4.819 -0.373 1.356
C -4.740 0.701 2.836
C -5.919 0.368 0.098
C -2.167 0.569 0.423
C -0.874 0.255 -0.007
C 0.126 1.344 -0.287
O 1.279 1.124 -0.444
O -0.314 2.629 -0.418
P 0.643 3.826 0.271
S 1.288 5.059 -1.058
H 3.592 -1.034 -0.156
H 4.471 -0.751 1.364
H 3.089 0.213 0.984
H 1.976 -1.282 2.360
H 3.157 -2.505 2.116
H 1.433 -0.995 -1.160
H 0.492 -2.404 -1.505
H -1.282 -3.106 -0.022
H -3.382 -2.421 0.751
H -5.429 0.299 3.566
H -3.738 0.612 3.246
H -4.924 1.751 2.640
H -6.615 -0.407 -0.196
H -5.403 0.736 -0.777
H -6.505 1.151 0.564
H -2.482 1.591 0.553
H 1.734 3.211 0.885
H -0.055 4.487 1.284
C 6.430 -1.057 -1.662
Cl 5.991 -2.662 -1.066
Cl 7.098 -0.098 -0.338
Cl 7.628 -1.213 -2.939
Cl 4.984 -0.252 -2.295
C -3.671 4.383 -1.693
Cl -4.328 4.345 -0.043
Cl -3.503 2.731 -2.330
Cl -4.755 5.291 -2.738
Cl -2.103 5.138 -1.607
C 1.453 3.432 -5.178
Cl -0.097 4.056 -5.752
Cl 2.611 4.753 -5.051
Cl 1.227 2.706 -3.582
Cl 2.058 2.224 -6.316
C -9.959 1.129 -0.885
Cl -8.650 2.251 -1.283
Cl -9.856 0.705 0.829
Cl -11.510 1.889 -1.216
Cl -9.788 -0.333 -1.860
C -0.511 -1.934 -4.467
Cl -0.902 -3.540 -3.835
Cl -1.058 -1.794 -6.128
Cl -1.332 -0.717 -3.467
Cl 1.229 -1.677 -4.371
C 0.074 2.101 4.646
Cl 1.608 1.328 5.009
Cl -0.245 2.026 2.886
Cl -1.236 1.271 5.484
Cl 0.128 3.791 5.129
C 9.895 -3.885 -0.599
Cl 10.388 -2.397 -1.409
Cl 8.754 -3.496 0.695
Cl 9.112 -4.956 -1.766
Cl 11.308 -4.687 0.084
C 3.269 -4.638 5.288
Cl 2.869 -6.252 5.866
Cl 2.570 -4.394 3.677
Cl 2.605 -3.428 6.392
Cl 5.019 -4.452 5.192
```

=====

Which is most stable? The ranking, best first, is B), A).

=====

A) DFT (ωB97M-V/def2-TZVPD) results for a single C2H3NOS3 molecule.

LUMO energy: -0.517 eV
E_HOMO: -0.325 hartree
Gap between HOMO and LUMO: 0.3064 Ha

Geometry as XYZ:
```
10
C2H3NOS3 | OMol25 | ωB97M-V/def2-TZVPD
C 0.078 0.248 1.160
C -0.496 0.171 -0.262
N 0.516 0.819 -1.062
O 1.796 0.397 -0.503
S -0.898 0.226 2.450
S 1.711 0.342 1.140
S -0.607 -1.667 -0.652
H -1.361 0.748 -0.678
H 0.665 0.815 -2.056
H -1.404 -2.100 0.463
```

=====

B) DFT (ωB97M-V/def2-TZVPD) results for a 2-piece molecular cluster, C2H3NOS3 overall.

LUMO energy: -1.842 eV
E_HOMO: -0.350 hartree
Gap between HOMO and LUMO: 0.2821 Ha

Geometry as XYZ:
```
10
C2H3NOS3 | OMol25 | ωB97M-V/def2-TZVPD
C 0.680 0.615 0.502
C 0.818 -0.624 1.017
N 0.710 1.700 0.157
O -1.774 -0.833 0.926
S -0.485 -1.586 1.625
S 0.034 0.578 -2.950
S 2.362 -1.040 1.484
H -2.568 -0.895 1.612
H 0.992 0.636 -2.086
H -0.769 1.450 -2.288
```

=====

Which is most stable? The ranking, best first, is B), A).